No. 1
{"formula": "C3H5O2S2", "method": "ωB97M-V with the def2-TZVPD basis set", "symbols": ["C", "C", "C", "O", "O", "S", "S", "H", "H", "H", "H", "H"], "positions_angstrom": [[-1.155, -0.687, 0.917], [-0.243, 0.847, -1.455], [0.784, 0.202, 0.956], [-1.092, -1.638, 0.200], [-1.852, 0.018, 1.594], [1.843, -1.181, 0.393], [0.887, 1.557, -0.134], [-0.213, 1.698, -2.168], [-1.210, 0.821, -0.913], [0.330, 0.045, -1.736], [1.042, 0.482, 1.919], [0.880, -2.164, 0.428]], "lowdin_charge": [-0.67, -0.36, -0.97, -0.02, 0.02, 0.54, 0.64, 0.02, 0.03, -0.03, -0.04, -0.15], "e_homo_ha": -0.116, "homo_lumo_gap_ev": 6.6, "lumo_energy_ev": 3.461, "charge": -1, "total_energy_ev": -28958.00948}


No. 2
{"formula": "C20H26N2O4", "method": "ωB97M-V with the def2-TZVPD basis set", "symbols": ["C", "C", "O", "C", "C", "C", "C", "C", "C", "C", "N", "C", "O", "N", "C", "C", "C", "O", "O", "C", "H", "C", "H", "H", "C", "C", "H", "C", "C", "H", "H", "H", "H", "H", "H", "H", "C", "H", "H", "H", "H", "H", "H", "H", "H", "H", "H", "H", "H", "H", "H", "H"], "positions_angstrom": [[2.306, 1.038, 2.834], [3.228, 1.279, 1.644], [2.612, 0.949, 0.416], [1.566, 1.691, -0.043], [1.292, 2.998, 0.347], [0.243, 3.696, -0.225], [-0.545, 3.105, -1.194], [-0.283, 1.801, -1.578], [0.751, 1.079, -1.007], [1.008, -0.358, -1.425], [2.234, -0.444, -2.203], [3.412, -0.947, -1.784], [4.461, -0.804, -2.373], [3.330, -1.737, -0.649], [2.205, -1.913, 0.112], [1.055, -1.281, -0.223], [-0.179, -1.380, 0.557], [-0.319, -1.970, 1.609], [-1.177, -0.707, -0.037], [-2.451, -0.680, 0.608], [-2.340, -1.157, 1.587], [-2.925, 0.780, 0.701], [-3.321, 0.993, 1.693], [-2.075, 1.437, 0.523], [-4.003, 0.955, -0.382], [-3.892, -0.291, -1.259], [-4.818, -0.515, -1.787], [-3.500, -1.387, -0.268], [-2.999, -2.671, -0.912], [-2.661, -3.369, -0.150], [-3.796, -3.139, -1.485], [-2.168, -2.463, -1.582], [-4.359, -1.615, 0.371], [-3.091, -0.169, -1.989], [-3.858, 1.872, -0.952], [-4.992, 0.995, 0.076], [2.399, -2.837, 1.268], [2.738, -3.808, 0.908], [3.163, -2.436, 1.933], [1.474, -2.959, 1.820], [4.194, -2.171, -0.357], [2.298, 0.189, -2.987], [0.179, -0.668, -2.079], [-0.904, 1.324, -2.322], [-1.360, 3.651, -1.644], [0.047, 4.709, 0.092], [1.900, 3.486, 1.093], [4.092, 0.610, 1.692], [3.599, 2.311, 1.636], [1.464, 1.727, 2.816], [1.914, 0.024, 2.800], [2.855, 1.178, 3.761]], "lowdin_charge": [-0.05, -0.22, -0.06, -0.20, -0.01, -0.08, -0.10, -0.04, -0.10, -0.18, 0.16, -0.54, 0.07, 0.16, -0.22, -0.03, -0.42, 0.08, 0.01, -0.25, 0.15, -0.10, 0.11, 0.10, -0.17, -0.16, 0.12, -0.31, -0.05, 0.08, 0.08, 0.08, 0.15, 0.11, 0.10, 0.11, 0.01, 0.09, 0.09, 0.07, 0.16, 0.16, 0.15, 0.11, 0.10, 0.10, 0.11, 0.12, 0.12, 0.07, 0.07, 0.08], "smiles": "CCOc1ccccc1[C@H]1NC(=O)NC(C)=C1C(=O)O[C@H]1CCC[C@H]1C", "e_homo_ha": -0.313, "homo_lumo_gap_ev": 9.2, "lumo_energy_ev": 0.731, "total_energy_ev": -32333.79139}


No. 3
{"formula": "C3H2NS3", "method": "ωB97M-V with the def2-TZVPD basis set", "symbols": ["C", "C", "C", "N", "S", "S", "S", "H", "H"], "positions_angstrom": [[-0.918, 0.565, 0.230], [-0.592, 1.672, -0.432], [-0.576, -0.854, -0.129], [1.904, -0.562, 0.741], [-0.425, 2.694, -1.638], [-1.794, -1.910, -0.517], [1.005, -1.534, -0.183], [-1.431, 0.711, 1.182], [2.828, -0.782, 0.746]], "lowdin_charge": [-0.29, -0.66, -1.21, -0.49, 0.63, 0.37, 0.71, 0.10, -0.16], "smiles": "[NH-]SC(=S)C=C=S", "e_homo_ha": [-0.083, -0.091], "homo_lumo_gap_ev": [5.2, 5.4], "lumo_energy_ev": [2.929, 2.935], "charge": -1, "total_energy_ev": -37137.22726}


No. 4
{"formula": "C5H7NOS", "method": "ωB97M-V with the def2-TZVPD basis set", "symbols": ["C", "C", "C", "C", "C", "H", "H", "H", "H", "H", "H", "H", "N", "O", "S"], "positions_angstrom": [[0.437, 0.627, -1.224], [-0.230, 0.281, 0.080], [0.549, 0.651, 1.091], [0.054, 0.099, 2.360], [-1.374, -0.662, 0.276], [0.918, -1.528, -1.445], [0.930, -0.319, -2.806], [1.384, 1.101, -0.873], [-0.158, 1.467, -1.858], [1.356, 1.268, 1.244], [-0.922, -1.576, -0.375], [-2.440, -0.190, 0.002], [0.414, -0.550, -1.980], [0.510, 0.239, 3.523], [-1.429, -0.908, 1.985]], "lowdin_charge": [-0.32, -0.33, -0.04, -0.61, -0.50, 0.20, 0.05, 0.11, 0.17, 0.10, 0.13, 0.14, -0.05, -0.03, 0.96], "smiles": "NCC1=CC(=O)SC1", "e_homo_ha": -0.341, "homo_lumo_gap_ev": 9.6, "lumo_energy_ev": 0.349, "total_energy_ev": -19668.77729}


No. 5
{"formula": "C34H27BFHfN14O2", "method": "ωB97M-V with the def2-TZVPD basis set", "symbols": ["Hf", "C", "C", "N", "N", "C", "B", "N", "C", "C", "C", "N", "N", "C", "C", "C", "N", "N", "C", "C", "C", "N", "H", "H", "H", "H", "H", "H", "H", "H", "H", "H", "H", "H", "O", "C", "O", "C", "C", "C", "C", "C", "C", "C", "C", "C", "N", "H", "H", "H", "H", "H", "H", "N", "C", "N", "C", "N", "C", "C", "N", "C", "C", "N", "H", "H", "H", "H", "H", "F", "C", "C", "C", "C", "C", "C", "H", "H", "H", "H"], "positions_angstrom": [[-0.115, 0.075, -0.117], [2.704, -1.145, -3.379], [2.149, -1.255, -2.112], [1.014, -0.545, -2.038], [0.822, 0.013, -3.262], [1.835, -0.326, -4.072], [-0.401, 0.932, -3.486], [-1.653, 0.191, -2.909], [-2.643, -0.285, -3.679], [-3.368, -1.215, -2.962], [-2.742, -1.262, -1.730], [-1.710, -0.405, -1.677], [-0.164, 2.212, -2.648], [0.116, 3.474, -2.996], [0.322, 4.212, -1.841], [0.144, 3.303, -0.812], [-0.140, 2.082, -1.306], [-0.621, 1.234, -4.935], [-0.517, 0.412, -6.019], [-1.210, 0.981, -7.051], [-1.740, 2.168, -6.503], [-1.403, 2.309, -5.238], [3.599, -1.612, -3.750], [2.504, -1.793, -1.250], [1.879, 0.035, -5.086], [-2.766, 0.071, -4.689], [-4.223, -1.779, -3.288], [-2.994, -1.870, -0.881], [0.099, 3.765, -4.031], [0.546, 5.261, -1.767], [0.188, 3.463, 0.254], [0.009, -0.527, -5.978], [-1.314, 0.606, -8.053], [-2.346, 2.919, -6.983], [1.557, -3.540, 1.055], [0.784, -2.630, 0.949], [1.102, -1.428, 0.513], [-0.660, -2.735, 1.371], [-1.024, -3.867, 2.111], [-2.282, -3.921, 2.632], [-3.180, -2.871, 2.363], [-4.499, -2.896, 2.880], [-5.389, -1.914, 2.569], [-4.998, -0.885, 1.690], [-3.728, -0.829, 1.186], [-2.759, -1.796, 1.538], [-1.456, -1.717, 1.072], [-0.282, -4.637, 2.261], [-2.605, -4.758, 3.238], [-4.783, -3.723, 3.518], [-6.395, -1.934, 2.963], [-5.720, -0.135, 1.393], [-3.482, -0.073, 0.463], [0.213, 0.218, 4.365], [0.736, -0.135, 3.194], [0.020, 0.426, 2.232], [-0.949, 1.106, 2.903], [-0.866, 1.007, 4.203], [-1.956, 1.812, 2.121], [-2.963, 2.604, 2.660], [-3.858, 3.195, 1.885], [-3.743, 3.014, 0.575], [-2.736, 2.235, 0.022], [-1.841, 1.620, 0.801], [0.523, -0.030, 5.294], [1.600, -0.768, 3.069], [-3.037, 2.745, 3.731], [-4.470, 3.498, -0.065], [-2.654, 2.093, -1.048], [6.038, 1.740, 0.554], [4.734, 1.682, 0.397], [4.215, 1.521, -0.884], [2.849, 1.481, -1.012], [2.008, 1.387, 0.127], [2.566, 1.816, 1.359], [3.926, 1.871, 1.524], [4.889, 1.485, -1.728], [2.410, 1.463, -2.002], [1.922, 2.024, 2.202], [4.401, 2.076, 2.473]], "lowdin_charge": [1.76, 0.00, -0.11, -0.07, 0.03, -0.03, -0.67, 0.03, -0.01, 0.01, -0.11, -0.07, 0.04, -0.01, 0.00, -0.14, -0.11, -0.03, -0.09, -0.04, -0.12, 0.07, 0.12, 0.12, 0.13, 0.13, 0.12, 0.10, 0.13, 0.12, 0.12, 0.12, 0.11, 0.11, 0.15, -0.55, -0.23, -0.17, 0.04, 0.05, -0.13, 0.00, -0.04, -0.03, -0.06, -0.20, 0.09, 0.13, 0.14, 0.13, 0.12, 0.12, 0.07, 0.08, -0.10, 0.01, -0.30, 0.18, -0.18, -0.02, 0.14, -0.06, -0.10, 0.02, 0.18, 0.16, 0.14, 0.13, 0.12, 0.15, -0.23, 0.05, -0.07, -0.10, -0.08, 0.04, 0.14, 0.10, 0.10, 0.14], "spin_multiplicity": 2, "e_homo_ha": [-0.512, -0.512], "homo_lumo_gap_ev": [7.6, 5.8], "s2": 0.76, "lumo_energy_ev": [-6.359, -8.115], "charge": 2, "total_energy_ev": -65345.87900}


No. 6
{"formula": "C29H30HgN5S3", "method": "ωB97M-V with the def2-TZVPD basis set", "symbols": ["Hg", "C", "C", "C", "C", "C", "C", "C", "C", "C", "S", "C", "N", "H", "H", "H", "H", "H", "H", "H", "H", "S", "C", "C", "C", "C", "C", "C", "S", "H", "H", "H", "H", "C", "C", "N", "C", "C", "N", "C", "C", "H", "H", "H", "H", "H", "H", "H", "H", "H", "H", "H", "H", "N", "C", "N", "C", "C", "C", "C", "C", "C", "H", "H", "H", "H", "H", "H"], "positions_angstrom": [[-0.019, 0.245, 0.153], [0.458, 1.467, -3.524], [-0.400, 0.240, -3.660], [-0.879, -0.142, -4.892], [-1.720, -1.276, -5.002], [-2.065, -2.001, -3.823], [-2.918, -3.125, -3.864], [-3.242, -3.810, -2.699], [-2.729, -3.383, -1.483], [-1.874, -2.264, -1.380], [-1.320, -1.882, 0.257], [-1.517, -1.550, -2.563], [-0.690, -0.434, -2.506], [0.665, 1.908, -4.502], [1.405, 1.238, -3.028], [-0.036, 2.219, -2.896], [-0.609, 0.438, -5.768], [-2.112, -1.601, -5.962], [-3.323, -3.438, -4.824], [-3.896, -4.678, -2.735], [-2.983, -3.912, -0.570], [1.497, 2.296, -0.118], [2.139, 2.612, 1.491], [3.056, 3.674, 1.606], [3.649, 4.033, 2.808], [3.332, 3.319, 3.960], [2.428, 2.269, 3.877], [1.805, 1.886, 2.670], [0.667, 0.550, 2.721], [3.300, 4.224, 0.702], [4.350, 4.860, 2.845], [3.785, 3.574, 4.913], [2.175, 1.705, 4.769], [3.397, -0.749, -0.799], [4.617, -1.694, -1.030], [4.234, -3.097, -0.793], [3.733, -3.207, 0.589], [2.500, -2.276, 0.804], [2.227, -1.543, -0.429], [1.916, -2.491, -1.499], [3.136, -3.439, -1.718], [3.149, -0.182, -1.698], [3.582, -0.025, -0.004], [5.442, -1.452, -0.353], [4.996, -1.618, -2.054], [4.554, -2.943, 1.262], [3.481, -4.257, 0.773], [2.659, -1.552, 1.604], [1.599, -2.841, 1.049], [1.668, -1.922, -2.397], [1.020, -3.037, -1.206], [3.525, -3.365, -2.738], [2.865, -4.485, -1.545], [-3.560, 3.169, 1.463], [-2.417, 2.414, 1.467], [-2.255, 1.746, 0.385], [-3.346, 2.056, -0.424], [-3.676, 1.609, -1.698], [-4.843, 2.095, -2.260], [-5.674, 3.004, -1.579], [-5.362, 3.454, -0.313], [-4.188, 2.958, 0.246], [-3.873, 3.759, 2.205], [-1.722, 2.386, 2.306], [-3.032, 0.901, -2.215], [-5.123, 1.757, -3.252], [-6.579, 3.363, -2.056], [-6.004, 4.153, 0.213]], "lowdin_charge": [0.54, -0.09, -0.41, -0.12, -0.10, -0.21, -0.11, -0.17, -0.20, -0.65, 0.44, -0.27, 0.04, 0.06, 0.04, 0.06, 0.07, 0.07, 0.08, 0.07, 0.06, 0.45, -0.73, -0.18, -0.16, -0.16, -0.18, -0.75, 0.41, 0.07, 0.07, 0.07, 0.07, -0.18, -0.17, -0.18, -0.17, -0.18, -0.20, -0.16, -0.16, 0.10, 0.10, 0.10, 0.10, 0.10, 0.10, 0.09, 0.09, 0.11, 0.09, 0.10, 0.10, 0.10, -0.17, 0.09, -0.21, 0.02, -0.09, -0.12, -0.06, -0.21, 0.14, 0.10, 0.11, 0.10, 0.09, 0.09], "spin_multiplicity": 2, "e_homo_ha": [0.041, -0.037], "homo_lumo_gap_ev": [3.3, 5.4], "s2": 0.77, "lumo_energy_ev": [4.441, 4.439], "charge": -2, "total_energy_ev": -74693.17084}


No. 7
{"formula": "C18H36F5GaGdO3P", "method": "ωB97M-V with the def2-TZVPD basis set", "symbols": ["C", "O", "C", "C", "C", "C", "C", "C", "C", "C", "C", "C", "C", "C", "Ga", "C", "O", "O", "P", "C", "C", "C", "F", "F", "C", "F", "F", "F", "H", "H", "H", "H", "H", "H", "H", "H", "H", "H", "H", "H", "H", "H", "H", "H", "H", "H", "H", "H", "H", "H", "H", "H", "H", "H", "H", "H", "H", "H", "H", "H", "H", "H", "H", "H", "Gd"], "positions_angstrom": [[-0.014, 3.960, 0.133], [-1.317, 4.284, 0.563], [-2.367, 4.068, -0.355], [-3.089, 2.728, -0.127], [-3.078, 1.815, -1.357], [-3.443, 0.330, -1.121], [-4.130, 0.027, 0.206], [-4.870, -1.310, 0.258], [-4.071, -2.522, -0.226], [-3.076, -3.014, 0.850], [-1.621, -2.584, 0.447], [-0.651, -2.330, 1.620], [0.257, -1.128, 1.260], [1.720, -1.222, 1.721], [2.993, -0.348, 0.427], [3.554, 1.589, 1.029], [2.657, 2.526, 0.575], [3.041, 2.886, -0.748], [5.089, -1.592, 0.484], [6.421, -0.642, 1.257], [5.688, -2.098, -1.141], [2.381, -0.507, -1.523], [2.037, -1.828, -1.767], [3.406, -0.216, -2.376], [1.166, 0.381, -1.940], [0.137, -0.351, -2.389], [0.725, 1.063, -0.859], [1.483, 1.281, -2.853], [-0.012, 3.549, -0.881], [0.429, 3.218, 0.802], [0.612, 4.853, 0.152], [-3.070, 4.890, -0.234], [-1.998, 4.115, -1.384], [-2.664, 2.243, 0.750], [-4.126, 2.960, 0.121], [-2.075, 1.856, -1.789], [-3.737, 2.243, -2.113], [-2.530, -0.260, -1.251], [-4.108, 0.006, -1.926], [-4.870, 0.806, 0.384], [-3.419, 0.084, 1.035], [-5.137, -1.501, 1.300], [-5.808, -1.256, -0.292], [-3.543, -2.315, -1.158], [-4.780, -3.318, -0.462], [-3.290, -2.533, 1.801], [-3.239, -4.100, 0.992], [-1.756, -1.662, -0.114], [-1.162, -3.279, -0.301], [-0.045, -3.207, 1.891], [-1.279, -2.076, 2.471], [0.236, -1.038, 0.178], [-0.190, -0.239, 1.700], [2.041, -2.267, 1.769], [1.866, -0.791, 2.709], [4.565, 1.811, 0.681], [3.506, 1.601, 2.117], [2.288, 3.424, -1.029], [7.365, -1.177, 1.161], [6.517, 0.336, 0.784], [6.192, -0.520, 2.314], [6.294, -3.002, -1.057], [4.838, -2.320, -1.780], [6.302, -1.320, -1.592], [-1.242, -5.061, 0.204]], "lowdin_charge": [-0.11, -0.17, -0.21, -0.17, -0.18, -0.19, -0.20, -0.18, -0.19, -0.22, -0.34, -0.19, -0.25, -0.23, 0.52, -0.24, -0.23, 0.00, 0.93, -0.31, -0.32, -0.40, 0.00, 0.05, -0.58, 0.14, 0.11, 0.19, 0.08, 0.07, 0.10, 0.13, 0.12, 0.11, 0.11, 0.10, 0.12, 0.08, 0.12, 0.12, 0.11, 0.12, 0.13, 0.11, 0.12, 0.13, 0.04, 0.11, -0.05, 0.08, 0.13, 0.06, 0.13, 0.03, 0.06, 0.06, 0.08, 0.09, 0.05, 0.05, 0.04, 0.05, 0.02, 0.06, 1.91], "spin_multiplicity": 8, "e_homo_ha": [-0.452, -0.449], "homo_lumo_gap_ev": [3.7, 2.8], "s2": 15.78, "lumo_energy_ev": [-8.617, -9.401], "charge": 2, "total_energy_ev": -121453.14935}


No. 8
{"formula": "C3H13NSi2", "method": "ωB97M-V with the def2-TZVPD basis set", "symbols": ["C", "C", "C", "N", "Si", "Si", "H", "H", "H", "H", "H", "H", "H", "H", "H", "H", "H", "H", "H"], "positions_angstrom": [[4.378, -0.061, -0.383], [-2.570, -1.379, -0.653], [-4.440, 1.274, -0.208], [1.627, -0.187, 0.034], [3.050, -0.155, 0.941], [-2.886, 0.119, 0.275], [5.079, -0.784, -0.622], [3.711, 0.202, -1.172], [5.038, 0.769, -0.230], [-3.029, -1.697, -1.647], [-1.821, -1.995, -0.266], [1.308, -1.067, -0.444], [-4.236, 2.293, -0.471], [-4.761, 0.861, -1.100], [-5.253, 1.415, 0.523], [0.919, 0.206, 0.550], [2.985, -1.413, 1.740], [2.842, 0.955, 1.867], [-1.943, 0.643, 1.266]], "lowdin_charge": [-0.22, -0.27, -0.25, -0.15, 0.45, 0.73, -0.01, 0.00, 0.01, -0.01, -0.10, 0.07, 0.00, -0.03, 0.02, -0.05, -0.06, -0.05, -0.09], "smiles": "C=[SiH]C.C[SiH2]N", "e_homo_ha": -0.305, "homo_lumo_gap_ev": 8.8, "lumo_energy_ev": 0.466, "total_energy_ev": -20564.88324}


Which formula does entry 3 have?
C3H2NS3